# C20H12ClN3O3S2

An isolated molecule of C20H12ClN3O3S2 (the ωB97M-V functional and the def2-TZVPD basis, the OMol25 dataset).

Geometry as XYZ:
```
41
Properties=species:S:1:pos:R:3:forces:R:3
O 3.4448 -0.1860 -1.1300 -0.08 0.06 0.03
C 2.6754 -0.5984 -0.3004 0.29 -0.12 -0.20
O 2.5543 -1.8831 0.0589 0.02 -0.02 0.18
C 3.3087 -2.8543 -0.6782 0.42 0.14 -0.15
C 2.3703 -3.6705 -1.4210 -0.44 -0.44 -0.32
C 1.4843 -4.2295 -2.0051 0.96 0.04 0.43
C 0.3427 -4.8119 -2.6541 -0.57 0.32 0.01
H 0.3337 -5.8996 -2.5889 -0.08 0.05 -0.06
H 0.2657 -4.4793 -3.6890 0.02 -0.14 0.00
S -1.1828 -4.2573 -1.7727 -0.16 -0.59 0.04
C -0.8986 -2.5652 -1.8822 0.51 0.33 -0.55
N -0.0155 -1.9625 -2.6241 -0.37 -1.56 -0.11
N -0.1290 -0.6561 -2.3618 -0.43 1.61 0.61
C -1.0729 -0.5074 -1.4835 0.66 -0.28 -0.66
C -1.5342 0.7365 -0.9172 -0.42 0.41 0.36
C -2.5604 0.7702 0.0249 0.20 0.05 -0.28
C -2.9440 2.0051 0.5199 -0.14 -0.22 0.00
N -2.3895 3.1459 0.1489 -0.23 0.42 0.18
C -1.4159 3.1073 -0.7462 0.17 -0.15 -0.26
C -0.9459 1.9374 -1.3162 -0.18 -0.22 0.05
H -0.1527 1.9302 -2.0454 0.09 0.06 -0.08
H -0.9953 4.0659 -1.0184 0.13 0.05 -0.09
H -3.7379 2.0882 1.2501 -0.07 -0.10 0.08
H -3.0353 -0.1404 0.3543 -0.06 -0.07 0.07
O -1.6149 -1.7070 -1.1334 -0.05 0.09 0.04
H 3.9947 -2.3349 -1.3588 -0.06 -0.18 0.22
H 3.8674 -3.4513 0.0498 -0.06 0.18 -0.12
C 1.7906 0.2666 0.4867 -0.45 0.33 0.37
C 0.7643 -0.0363 1.3387 0.65 0.01 -0.53
C 0.1809 1.1108 1.9536 0.01 0.43 0.09
C -0.8592 1.1786 2.8843 0.08 0.02 0.04
C -1.2523 2.4077 3.3579 -0.01 -0.14 0.09
C -0.6308 3.5781 2.9173 0.18 0.09 -0.08
C 0.3967 3.5347 2.0003 -0.04 0.08 0.14
C 0.8029 2.2968 1.5196 0.19 -0.49 -0.10
S 2.0679 1.9812 0.3698 -0.20 -0.10 0.20
H 0.8805 4.4343 1.6560 0.03 0.17 -0.02
H -0.9629 4.5304 3.2998 -0.03 0.11 0.02
H -2.0530 2.4738 4.0782 -0.08 0.00 0.07
H -1.3323 0.2672 3.2157 -0.08 -0.08 0.06
Cl 0.1895 -1.6157 1.6416 -0.30 -0.14 0.25
```
Forces are in eV/Å.

Computed properties:
SMILES string	O=C(OCC#CCSc1nnc(-c2ccncc2)o1)c1sc2ccccc2c1Cl
M	441.9	g/mol
net charge	0
largest force on an atom	0.035	Eh/bohr
HOMO level	-0.312	Ha